Entry 1:
ORCA calculation (ωB97M-V/def2-TZVPD) on C13H24F3MgNO14 as an isolated structure at a distorted geometry.

Each line ends with the Mulliken charge.
Element x y z (Å)
Mg  0.090  -1.158  -0.145  2.051
N  0.672  -3.480  0.471  1.150
O  -0.144  -2.802  1.027  -0.676
O  1.260  -2.862  -0.362  -0.654
O  0.871  -4.639  0.721  -0.744
C  -2.031  0.964  1.390  -0.257
O  -2.017  2.333  0.907  -0.304
O  -1.089  0.247  0.642  -0.200
C  -1.826  0.994  2.957  0.569
F  -2.886  1.441  3.686  -0.332
F  -1.638  -0.209  3.490  -0.273
F  -0.846  1.754  3.379  -0.279
C  -3.017  2.704  -0.004  -0.078
C  -2.900  4.226  -0.285  -1.293
H  -3.722  4.585  -0.904  0.404
H  -2.951  4.917  0.556  0.327
H  -2.002  4.462  -0.856  0.198
H  -4.038  2.626  0.370  0.432
H  -2.856  2.165  -0.938  0.185
H  -3.016  0.548  1.182  0.316
C  -0.178  -3.106  -3.954  -0.602
O  -1.521  -3.146  -3.383  -0.384
C  -1.869  -2.389  -2.416  0.844
O  -1.091  -1.806  -1.604  -0.572
O  -3.203  -2.479  -2.302  -0.369
C  -3.853  -1.792  -1.280  -0.308
H  -0.287  -3.927  -4.663  0.268
H  0.599  -3.361  -3.234  0.267
H  0.097  -2.209  -4.509  0.297
H  -4.361  -2.462  -0.586  0.289
H  -4.631  -1.123  -1.648  0.328
H  -3.250  -1.176  -0.614  -0.174
C  4.310  1.474  2.606  -0.770
O  3.478  0.934  1.577  -0.229
C  2.509  0.036  1.886  0.236
O  1.770  -0.518  1.071  -0.201
O  2.378  -0.106  3.259  -0.374
C  1.698  -1.182  3.747  -0.511
H  5.192  1.952  2.180  0.257
H  4.619  0.751  3.362  0.314
H  3.814  2.303  3.110  0.303
H  0.714  -1.228  3.279  0.093
H  1.526  -1.123  4.822  0.233
H  2.231  -2.102  3.507  0.316
C  0.343  2.448  -2.014  -0.391
O  1.681  2.000  -2.150  -0.372
C  1.878  0.719  -1.904  0.581
O  1.034  -0.139  -1.560  -0.350
O  3.173  0.415  -2.099  -0.405
C  3.714  -0.801  -1.590  -0.281
H  -0.104  2.103  -1.081  -0.009
H  -0.328  2.180  -2.830  0.312
H  0.374  3.528  -1.867  0.318
H  3.456  -1.666  -2.200  0.267
H  3.373  -1.038  -0.582  -0.056
H  4.803  -0.781  -1.624  0.292

Properties
E = -2117.56091 Ha
HOMO-LUMO gap = 9.05 eV
HOMO = -0.321 Eh
energy relative to the best compared isomer or geometry (same formula, charge and spin) = 2.341 eV
M = 499.63 g/mol
LUMO = 0.3 eV

Entry 2:
ORCA calculation (ωB97M-V/def2-TZVPD) on one molecule with the formula C13H24N2OSi2 at a distorted geometry.

Each line ends with the Mulliken charge.
Element x y z (Å)
O  -0.212  -0.254  2.292  -0.656
C  -0.459  -0.122  1.071  0.103
C  -1.393  2.319  -3.379  -0.342
C  -1.833  2.803  -2.115  -0.675
C  -0.400  1.283  -3.363  -0.867
C  -1.238  2.455  -0.919  -0.129
C  0.063  0.853  -2.135  0.335
C  -0.287  1.409  -0.903  -1.064
N  -1.242  -1.029  0.311  -0.003
N  0.192  0.858  0.309  0.787
C  -1.585  -3.179  2.352  -1.278
C  0.464  -3.348  0.068  -1.299
C  -2.466  -3.436  -0.789  -1.352
C  2.345  3.052  -0.078  -1.285
C  2.894  0.110  1.000  -1.055
C  1.497  2.312  2.697  -1.113
Si  -1.264  -2.754  0.482  0.285
Si  1.735  1.596  0.964  0.455
H  -1.704  2.668  -4.379  0.348
H  -2.674  3.551  -2.076  0.293
H  -0.120  0.944  -4.267  0.588
H  -1.574  2.857  -0.019  0.554
H  0.591  -0.074  -2.195  0.448
H  -1.575  -0.821  -0.573  0.294
H  -2.301  -2.528  2.824  0.360
H  -2.100  -4.077  2.296  0.434
H  -0.746  -3.319  2.965  0.357
H  0.642  -3.252  -1.010  0.313
H  1.332  -2.948  0.445  0.474
H  0.473  -4.363  0.282  0.473
H  -2.088  -4.341  -1.168  0.437
H  -3.479  -3.699  -0.533  0.387
H  -2.578  -2.906  -1.682  0.413
H  1.719  3.925  0.030  0.361
H  3.338  3.351  0.317  0.386
H  2.385  2.894  -1.123  0.379
H  2.969  -0.306  1.987  0.292
H  2.549  -0.569  0.231  0.215
H  3.828  0.558  0.660  0.393
H  1.251  3.342  2.538  0.332
H  0.632  1.892  3.213  0.336
H  2.418  2.294  3.369  0.290

Properties
E = -1273.57577 Ha
HOMO-LUMO gap = 9.77 eV
HOMO = -0.334 Eh
energy relative to the best compared isomer or geometry (same formula, charge and spin) = 1.586 eV
M = 280.52 g/mol
LUMO = 0.7 eV

Entry 3:
ORCA calculation (ωB97M-V/def2-TZVPD) on a 7-piece molecular cluster, C13H25Br12Cl3 overall at a distorted geometry.

Each line ends with the Mulliken charge.
Element x y z (Å)
Br  -5.502  -1.177  -2.348  -0.176
C  -4.153  -1.042  -3.833  -0.519
C  -2.869  -1.675  -3.295  -0.555
Br  -1.386  -1.732  -4.639  -0.149
H  -3.864  -0.004  -3.996  0.367
H  -4.454  -1.479  -4.785  0.414
H  -3.003  -2.748  -3.159  0.363
H  -2.547  -1.318  -2.317  0.237
Br  -3.194  -3.901  4.714  -0.157
C  -2.020  -3.299  3.173  -0.499
C  -1.869  -4.523  2.195  -0.374
Br  -0.649  -5.827  3.125  -0.136
H  -1.075  -2.962  3.598  0.305
H  -2.528  -2.479  2.666  0.365
H  -1.396  -4.205  1.265  0.058
H  -2.809  -5.048  2.023  0.457
Br  4.760  0.281  0.449  -0.173
C  3.837  2.013  0.972  -0.638
C  3.080  1.795  2.314  -0.307
Br  2.401  3.555  2.903  -0.114
H  3.106  2.301  0.217  0.369
H  4.645  2.745  0.979  0.435
H  3.727  1.462  3.125  0.392
H  2.215  1.139  2.207  0.042
Br  1.462  1.253  -6.231  -0.149
C  1.013  2.565  -4.848  -0.329
C  0.044  3.637  -5.429  -0.609
Br  -0.354  4.925  -4.028  -0.158
H  1.920  3.094  -4.556  0.403
H  0.573  2.151  -3.941  0.106
H  -0.901  3.203  -5.755  0.374
H  0.530  4.091  -6.293  0.389
Br  1.552  -1.844  2.422  -0.142
C  2.055  -3.763  1.977  -0.485
C  2.987  -4.456  3.041  -0.531
Br  3.767  -6.083  2.164  -0.160
H  2.537  -3.755  0.999  0.432
H  1.139  -4.329  1.807  0.173
H  2.432  -4.759  3.929  0.345
H  3.840  -3.853  3.353  0.407
Br  -1.935  3.195  3.697  -0.163
C  -1.467  4.032  1.876  -0.438
C  -0.667  5.315  2.103  -0.617
Br  -0.311  6.268  0.409  -0.148
H  -2.410  4.309  1.405  0.456
H  -0.970  3.280  1.263  0.180
H  0.212  5.271  2.747  0.289
H  -1.371  5.997  2.580  0.394
C  0.056  -0.357  -0.417  0.546
Cl  0.632  0.343  -1.962  -0.085
Cl  -0.392  -2.066  -0.487  -0.063
Cl  -1.275  0.699  0.296  -0.145
H  0.846  -0.235  0.324  -0.281

Properties
E = -32779.04909 Ha
HOMO-LUMO gap = 10.12 eV
HOMO = -0.375 Eh
energy relative to the best compared isomer or geometry (same formula, charge and spin) = 1.603 eV
M = 1246.55 g/mol
LUMO = -0.1 eV

Entry 4:
ORCA calculation (ωB97M-V/def2-TZVPD) on a 9-piece molecular cluster, C13H25Cl17FN4 overall at a distorted geometry.

Each line ends with the Mulliken charge.
Element x y z (Å)
N  -1.138  -5.538  0.768  -0.336
C  -0.704  -4.286  0.612  0.440
N  0.528  -3.802  1.018  -0.367
C  0.448  -2.532  0.586  0.107
Cl  1.644  -1.295  0.691  -0.063
N  -0.713  -2.229  0.002  -0.039
N  -1.456  -3.353  0.012  0.364
C  -2.795  -3.371  -0.597  -0.818
C  -3.885  -3.461  0.527  -0.311
C  -5.212  -2.804  0.046  0.160
F  -5.382  -3.174  -1.301  -0.324
H  -0.691  -6.135  1.452  0.261
H  -1.856  -5.865  0.133  0.223
H  -0.986  -1.329  -0.391  0.194
H  -2.932  -2.381  -1.081  0.406
H  -2.940  -4.190  -1.326  0.300
H  -4.079  -4.502  0.853  0.294
H  -3.539  -2.875  1.404  0.285
H  -5.136  -1.702  0.150  -0.274
H  -6.071  -3.135  0.659  0.354
C  4.021  -4.868  0.830  -0.083
Cl  5.747  -5.136  0.579  -0.150
Cl  3.074  -6.297  0.391  -0.163
H  3.848  -4.642  1.877  0.275
H  3.701  -4.034  0.213  0.114
C  -5.324  1.621  0.208  -0.182
Cl  -5.805  0.528  1.515  -0.157
Cl  -5.363  0.806  -1.361  -0.139
H  -6.008  2.463  0.185  0.330
H  -4.313  1.969  0.396  0.167
C  0.924  2.172  1.046  0.019
Cl  0.548  3.292  2.355  -0.127
Cl  -0.533  1.318  0.499  -0.082
H  1.352  2.734  0.201  -0.087
H  1.644  1.440  1.403  0.261
C  -0.168  -0.028  4.077  -0.276
Cl  -0.667  -1.129  2.780  0.066
Cl  0.095  -0.895  5.589  -0.152
H  0.757  0.460  3.785  0.148
H  -0.947  0.713  4.225  0.329
C  2.426  5.181  -1.404  -0.390
Cl  1.899  4.057  -2.661  -0.093
Cl  2.707  4.338  0.126  -0.148
H  3.350  5.656  -1.717  0.316
H  1.656  5.931  -1.256  0.313
C  5.873  5.943  2.492  -0.277
Cl  5.973  5.621  0.756  -0.137
Cl  4.383  6.798  2.905  -0.142
H  5.895  4.998  3.025  0.253
H  6.722  6.553  2.785  0.304
C  -1.566  3.252  -3.740  -0.319
Cl  -2.062  2.149  -5.028  -0.161
Cl  -1.294  2.390  -2.219  0.021
H  -0.643  3.743  -4.033  0.149
H  -2.347  3.991  -3.590  0.335
C  3.505  0.881  -4.399  -0.360
Cl  1.927  0.915  -3.590  -0.085
Cl  4.599  2.109  -3.757  -0.129
H  3.952  -0.097  -4.248  0.293
H  3.358  1.061  -5.459  0.290

Properties
net charge = +1
E = -8652.21698 Ha
HOMO-LUMO gap = 9.81 eV
HOMO = -0.458 Eh
M = 859.07 g/mol
LUMO = -2.7 eV